The following is a DFT calculation (ωB97M-V/def2-TZVPD) of a 3-piece molecular cluster, C4H14NO3 overall.

```
22
Properties=species:S:1:pos:R:3:lowdin_charge:R:1
C 0.87 0.23 0.91 -0.283
O -0.26 1.12 0.96 -0.399
C 0.35 -1.19 0.45 -0.215
C 0.56 -1.64 -0.98 -0.255
C 0.44 -0.48 -1.91 -0.322
N -0.88 0.26 -1.91 -0.006
H 1.76 0.67 0.56 0.083
H 0.86 -0.03 1.97 0.084
H 0.84 -1.94 1.10 0.102
H -0.75 -1.17 0.53 0.084
H 1.51 -2.19 -1.00 0.091
H -0.25 -2.41 -1.19 0.117
H 0.51 -0.72 -3.01 0.083
H 1.34 0.26 -2.00 0.130
H -0.82 0.81 -1.03 0.046
H -1.57 -0.46 -1.75 0.043
H -1.54 0.30 1.42 0.018
H -1.55 -0.50 2.69 -0.012
O -2.23 -0.16 2.10 -0.185
H -0.04 2.60 1.29 0.025
H 0.54 3.16 -0.03 -0.026
O 0.34 3.49 0.85 -0.203
```

Calculated values
Relative energy (zero: lowest compared OMol25 entry of this formula, charge and spin)   1.8798 eV
Charge   -1
Maximum force   5.8 eV/Å
Kohn-Sham gap   7.98 eV
Calculated total energy   -12007.0164 eV
HOMO   -4.22 eV